Below is a cluster of 2 separate species, C5H12Cl2Si in total at a distorted geometry, with properties calculated with ωB97M-V with the def2-TZVPD basis set.

XYZ file:
```
20
Properties=species:S:1:pos:R:3:nbo_charge:R:1
C 1.9021 1.4105 -0.2840 -0.64
C -0.0420 2.5038 0.8104 -0.62
C 0.5425 0.0829 1.2644 -0.63
C -2.2573 -3.8949 -1.0431 -0.33
C 0.4979 1.2116 0.1287 -0.52
Si -0.2839 0.6408 -1.5462 0.80
Cl -1.2759 -4.9575 -1.9871 0.02
Cl -1.2778 -3.7684 0.5840 -0.13
H 2.0191 2.2753 -0.9788 0.22
H 2.5642 1.4030 0.5388 0.22
H 2.2492 0.5184 -0.8992 0.19
H -0.6043 3.1299 0.0459 0.21
H 0.7023 3.1230 1.3460 0.21
H -0.5434 2.1387 1.6000 0.21
H 1.0272 -0.8743 0.9261 0.22
H 1.1200 0.5958 2.1301 0.20
H -0.5321 -0.2574 1.5315 0.21
H -2.3720 -2.8761 -1.1848 0.23
H -3.1409 -4.4718 -0.9159 0.22
H -0.2949 2.0668 -2.0670 -0.30
```

For the LUMO energy, the calculation gives -0.67 eV.

***

Below is the molecule C2H6N2OS at a distorted geometry, with properties calculated with ωB97M-V with the def2-TZVPD basis set.

XYZ file:
```
12
Properties=species:S:1:pos:R:3:nbo_charge:R:1
C -1.5325 -1.1231 -0.1054 -0.27
C 0.0663 0.4754 -0.1006 0.69
H -2.0719 -0.5824 -0.9277 0.21
H -1.5950 -2.2184 -0.1783 0.19
H -2.0235 -0.7847 0.8481 0.19
H -0.5425 2.3201 -0.1354 0.35
H 1.7421 1.7124 -0.1427 0.40
H 2.9462 -0.5977 1.1104 0.11
N -0.8475 1.3515 -0.1726 -0.79
N 1.4099 0.7448 0.0855 -0.78
O -0.1581 -0.8353 -0.0482 -0.49
S 2.6063 -0.4627 -0.2330 0.18
```

Its SMILES is [H]/N=C(\NS)OC. For the LUMO energy, the calculation gives 0.66 eV.

***

Below is a cluster of 2 separate species, C4H12S in total at a distorted geometry, with properties calculated with ωB97M-V with the def2-TZVPD basis set.

XYZ file:
```
17
Properties=species:S:1:pos:R:3:nbo_charge:R:1
C -1.6350 -2.4423 0.4152 -0.72
S 0.0454 -2.9088 -0.1580 -0.06
H -2.2568 -2.4118 -0.4813 0.21
H -2.0433 -3.2534 1.0019 0.23
H -1.6383 -1.4637 0.8712 0.22
H 0.0376 -4.1108 0.3495 0.12
C 1.9363 1.4434 -0.4442 -0.60
C 0.4803 1.0141 -0.5057 -0.39
C -0.4217 1.9275 0.3494 -0.61
H 2.1311 2.3422 -1.0218 0.20
H 2.5679 0.6261 -0.7985 0.21
H 2.2217 1.5721 0.6035 0.20
H 0.3419 -0.0172 -0.2290 0.20
H 0.1575 1.1200 -1.5446 0.19
H -1.4181 1.5441 0.4847 0.20
H 0.0942 2.1423 1.2798 0.20
H -0.6008 2.8763 -0.1720 0.20
```

Its SMILES is CCC.CS. For the LUMO energy, the calculation gives 0.92 eV.

***

Below is a structure of composition C30H44BrClN2P2Pb at a distorted geometry, with properties calculated with ωB97M-V with the def2-TZVPD basis set.

XYZ file:
```
81
Properties=species:S:1:pos:R:3:mulliken_charge:R:1
N 4.9027 3.3000 0.1263 -0.28
C 4.9889 2.2519 -0.6932 -0.60
C 4.1451 2.0982 -1.7995 -0.27
C 3.1848 3.1025 -2.0874 0.49
C 3.0658 4.1702 -1.1609 -0.08
C 3.9784 4.2357 -0.0959 -0.63
C 2.2606 2.9407 -3.1986 -0.42
Pb -0.3065 -0.1578 -0.2278 0.80
P -2.1702 -2.1368 0.0924 0.55
C 0.9949 3.4712 -3.2377 -0.47
C -0.1541 2.5836 -3.3275 0.80
C -1.3852 2.9788 -2.7504 -0.86
C -2.3888 2.0289 -2.5116 -0.39
C -2.2513 0.7690 -3.0984 0.44
C -1.0435 0.3234 -3.6462 -0.55
C -0.0290 1.2731 -3.8521 -0.52
Br -3.8380 -0.2902 -3.3936 0.13
H 2.6487 2.3903 -4.0642 0.79
H 0.7813 4.5435 -3.1643 0.66
H 4.1867 1.1759 -2.3816 0.49
H 2.2704 4.9155 -1.2277 0.45
H 5.7469 1.4996 -0.4749 0.43
H 3.9543 5.0663 0.6122 0.45
H -1.5316 4.0270 -2.4759 0.48
H 0.8562 1.0095 -4.4377 0.46
H -3.2664 2.2853 -1.9167 0.52
H -0.9229 -0.7214 -3.9265 0.55
P 0.3226 1.0167 2.4593 0.44
C -1.9268 -3.1208 -1.4522 -0.14
C -3.1338 -3.5853 -2.2555 -1.13
H -1.3389 -4.0017 -1.1347 0.53
H -1.2684 -2.5197 -2.1106 -0.04
H -2.7542 -4.2041 -3.0783 0.43
H -3.8435 -4.1874 -1.6768 0.29
H -3.6650 -2.7486 -2.7257 0.06
C -3.6306 -1.0090 -0.0043 0.49
C -5.0402 -1.5723 0.1709 -1.42
H -3.5729 -0.4597 -0.9741 -0.63
H -3.4488 -0.2750 0.8120 0.40
H -5.7504 -0.8029 -0.1566 0.44
H -5.2433 -2.4751 -0.4169 0.28
H -5.2672 -1.7713 1.2257 0.37
C -2.4967 -3.2377 1.5166 -0.45
C -3.1733 -4.5657 1.1847 -1.30
H -3.1186 -2.6623 2.2221 0.46
H -1.5180 -3.4074 1.9990 0.38
H -3.3051 -5.1352 2.1113 0.42
H -4.1727 -4.4220 0.7535 0.28
H -2.5791 -5.1848 0.5022 0.35
C 0.8204 0.1260 4.0072 -0.76
C 0.1635 -1.2475 4.1402 -1.16
H 0.5670 0.7758 4.8652 0.59
H 1.9174 0.0151 3.9961 0.35
H 0.4501 -1.6995 5.0971 0.45
H -0.9304 -1.1847 4.1268 0.30
H 0.4759 -1.9392 3.3456 0.16
C -1.3021 1.7244 2.9372 -0.61
C -1.8773 2.7002 1.9062 -1.07
H -1.1735 2.2076 3.9207 0.52
H -1.9852 0.8710 3.0773 0.34
H -2.8342 3.0898 2.2763 0.43
H -1.2213 3.5661 1.7446 0.32
H -2.0752 2.2405 0.9231 0.10
C 1.3954 2.5214 2.5473 -0.56
C 2.8873 2.2052 2.5716 -1.14
H 1.0978 3.1209 3.4248 0.51
H 1.1652 3.1118 1.6468 0.27
H 3.4630 3.1352 2.6614 0.37
H 3.1702 1.5649 3.4159 0.33
H 3.2171 1.7123 1.6461 0.17
Cl 3.4117 -3.7406 -3.0787 -0.14
C 3.1518 -2.9692 -1.5730 0.10
C 4.0561 -3.1372 -0.5220 -0.34
C 3.7887 -2.4866 0.6831 -0.91
C 2.6269 -1.7284 0.8007 -0.24
N 1.7549 -1.5786 -0.2179 0.16
C 2.0094 -2.1812 -1.4095 -0.43
H 4.9279 -3.7617 -0.6719 0.52
H 4.4552 -2.5669 1.5378 0.51
H 2.3776 -1.2256 1.7412 0.44
H 1.2955 -2.0439 -2.2195 0.51
```

For the LUMO energy (spin up / spin down), the calculation gives -15.43 / -15.52 eV. Its charge is +4.

***

Below is the ion C3H7N2OS with charge +1 at a distorted geometry, with properties calculated with ωB97M-V with the def2-TZVPD basis set.

XYZ file:
```
14
Properties=species:S:1:pos:R:3:nbo_charge:R:1
C 1.7228 0.1908 -0.7518 0.10
C 1.2258 1.0342 0.3396 -0.60
C -1.2838 -0.1894 0.0388 0.48
N 1.1647 -0.7719 -1.3382 -0.50
N -1.0477 -1.0616 1.0892 -0.74
O -2.2780 -0.4447 -0.7400 -0.58
S -0.5170 1.3719 -0.0450 0.38
H 2.6998 0.4370 -1.1084 0.21
H 1.4046 0.5019 1.2509 0.27
H 1.6960 2.0955 0.3844 0.29
H -1.7446 -1.7167 1.2856 0.42
H -0.7610 -0.7168 1.9257 0.42
H 0.2299 -1.0011 -0.9863 0.30
H -2.5115 0.2710 -1.3447 0.54
```

For the LUMO energy, the calculation gives -5.22 eV. Its charge is +1.

***

Below is a structure of composition C3H5InO3 at a distorted geometry, with properties calculated with ωB97M-V with the def2-TZVPD basis set.

XYZ file:
```
12
Properties=species:S:1:pos:R:3:mulliken_charge:R:1
H 3.0064 -3.1229 0.0394 0.39
O -1.0779 -0.5463 -0.5345 -0.25
C -0.0207 -0.0927 0.0491 0.83
C -2.0895 0.4938 -0.6907 -0.22
O 2.5491 -2.4272 0.5083 -0.44
O -0.1019 1.1732 0.3067 -0.26
C -1.4020 1.7106 -0.0824 -0.21
In 1.8801 -0.9231 -0.1521 0.96
H -2.9805 0.1663 -0.1483 0.31
H -2.3016 0.5885 -1.7593 0.30
H -1.8828 2.0881 0.8241 0.30
H -1.2206 2.5218 -0.7928 0.30
```

For the LUMO energy, the calculation gives -12.21 eV. Its charge is +2.

***

Please write out number 1 again, unchanged.
Below is a cluster of 2 separate species, C5H12Cl2Si in total at a distorted geometry, with properties calculated with ωB97M-V with the def2-TZVPD basis set.

XYZ file:
```
20
Properties=species:S:1:pos:R:3:nbo_charge:R:1
C 1.9021 1.4105 -0.2840 -0.64
C -0.0420 2.5038 0.8104 -0.62
C 0.5425 0.0829 1.2644 -0.63
C -2.2573 -3.8949 -1.0431 -0.33
C 0.4979 1.2116 0.1287 -0.52
Si -0.2839 0.6408 -1.5462 0.80
Cl -1.2759 -4.9575 -1.9871 0.02
Cl -1.2778 -3.7684 0.5840 -0.13
H 2.0191 2.2753 -0.9788 0.22
H 2.5642 1.4030 0.5388 0.22
H 2.2492 0.5184 -0.8992 0.19
H -0.6043 3.1299 0.0459 0.21
H 0.7023 3.1230 1.3460 0.21
H -0.5434 2.1387 1.6000 0.21
H 1.0272 -0.8743 0.9261 0.22
H 1.1200 0.5958 2.1301 0.20
H -0.5321 -0.2574 1.5315 0.21
H -2.3720 -2.8761 -1.1848 0.23
H -3.1409 -4.4718 -0.9159 0.22
H -0.2949 2.0668 -2.0670 -0.30
```

For the LUMO energy, the calculation gives -0.67 eV.